Record 1
Molecular formula: C7H13N2O
Method: DFT, ωB97M-V/def2-TZVPD

Bonds (Å) are listed after each position.
Element x y z (Å)
1 C -2.30093 1.99815 -1.52443  C2 1.342, H11 1.095, H12 1.116
2 C -1.23079 1.43973 -0.93800  C1 1.342, C4 1.437, H13 1.131
3 C 0.93045 0.03096 -0.90303  C4 1.613, C7 1.453, O10 1.446, H14 1.160
4 C -0.06964 1.03034 -1.67961  C2 1.437, C3 1.613, N8 1.240
5 C -0.35196 -2.33004 1.74592  N9 1.401, H15 1.142, H16 1.050, H17 1.039
6 C 0.78548 -0.24901 2.23512  N9 1.433, H18 1.091, H19 1.113, H20 1.152
7 C 0.33450 -0.94425 -0.00557  C3 1.453, N9 1.298, H21 1.157
8 N 0.34090 1.51991 -2.74273  C4 1.240, H22 1.043
9 N 0.32051 -1.19803 1.26747  C5 1.401, C6 1.433, C7 1.298
10 O 1.91744 0.90773 -0.31420  C3 1.446, H23 0.922
11 H -3.24272 2.28592 -1.04664  C1 1.095
12 H -2.30275 2.00853 -2.64026  C1 1.116
13 H -1.15723 1.03533 0.11536  C2 1.131
14 H 1.43709 -0.52354 -1.78643  C3 1.160
15 H -0.69578 -2.89290 0.81376  C5 1.142
16 H 0.36767 -2.98963 2.13272  C5 1.050
17 H -0.97962 -2.21690 2.56634  C5 1.039
18 H 0.32439 -0.57003 3.17065  C6 1.091
19 H 1.87525 -0.31578 2.45092  C6 1.113
20 H 0.65911 0.81896 1.82315  C6 1.152
21 H -0.36088 -1.50342 -0.74231  C7 1.157
22 H 1.24558 1.11135 -3.06202  N8 1.043
23 H 2.15391 1.54661 -0.93617  O10 0.922

Its net charge is +1. For the relative energy (zero: lowest compared OMol25 entry of this formula, charge and spin), the calculation gives 4.555 eV. As for the total energy: -458.90654 hartree.


Record 2
Molecular formula: C2H4N2OS
Method: DFT, ωB97M-V/def2-TZVPD

Bonds (Å) are listed after each position.
Element x y z (Å)
1 C 0.72487 1.37090 -0.05024  H4 1.073, N7 1.310, O9 1.332
2 C -1.67622 -0.85089 0.14350  H5 1.131, H6 1.234, N8 1.328
3 H 1.34860 -1.46769 -0.12021  S10 1.357
4 H 0.47964 2.41536 -0.08141  C1 1.073
5 H -1.97086 -1.92456 -0.05623  C2 1.131
6 H -2.35982 -0.00750 0.73077  C2 1.234
7 N 1.93268 0.89315 0.11750  C1 1.310, S10 1.707
8 N -0.46798 -0.57959 -0.33591  C2 1.328, O9 1.445
9 O -0.48622 0.86408 -0.27235  C1 1.332, N8 1.445
10 S 2.47531 -0.71327 -0.07542  H3 1.357, N7 1.707

For the relative energy (zero: lowest compared OMol25 entry of this formula, charge and spin), the calculation gives 5.046 eV. As for the total energy: -661.40011 hartree.